{
  "formula": "C5H8O",
  "method": "ωB97M-V with the def2-TZVPD basis set",
  "symbols": ["C", "C", "C", "C", "C", "O", "H", "H", "H", "H", "H", "H", "H", "H"],
  "coordinates": [[1.693, 1.047, 0.547], [0.583, 0.160, 0.209], [0.041, 0.107, -0.999], [-1.312, -0.294, -0.693], [-1.243, -1.105, 0.572], [0.046, -0.678, 1.160], [1.440, 1.630, 1.435], [2.563, 0.444, 0.760], [1.934, 1.740, -0.272], [-0.648, -1.039, -1.588], [0.227, 0.647, -1.905], [-2.075, 0.524, -0.760], [-1.128, -2.142, 0.277], [-2.120, -1.042, 1.256]],
  "energy_ev": -7357.543,
  "gap_ev": 7.9,
  "de_lowest_ev": 4.713,
  "fmax_ev_per_a": 5.14,
  "e_homo_ev": -7.062
}

***

{
  "formula": "C5H8O",
  "method": "ωB97M-V with the def2-TZVPD basis set",
  "symbols": ["C", "C", "C", "C", "C", "O", "H", "H", "H", "H", "H", "H", "H", "H"],
  "coordinates": [[-0.478, 1.443, 0.171], [0.284, 0.357, 0.067], [1.770, 0.393, 0.309], [-0.260, -1.012, -0.300], [-1.772, -1.086, -0.349], [-2.468, -0.987, 0.633], [-1.552, 1.420, 0.013], [-0.050, 2.403, 0.447], [2.046, -0.267, 1.142], [2.108, 1.405, 0.548], [2.323, 0.045, -0.572], [0.079, -1.738, 0.453], [0.161, -1.331, -1.263], [-2.233, -1.234, -1.349]],
  "energy_ev": -7361.179,
  "gap_ev": 10.6,
  "de_lowest_ev": 1.077,
  "smiles": "C=C(C)CC=O",
  "fmax_ev_per_a": 0.52,
  "e_homo_ev": -9.627
}

***

{
  "formula": "C5H8O",
  "method": "ωB97M-V with the def2-TZVPD basis set",
  "symbols": ["C", "C", "C", "C", "H", "H", "H", "H", "H", "H", "C", "O", "H", "H"],
  "coordinates": [[1.450, 0.651, -0.852], [1.064, -0.008, 0.239], [0.290, -1.257, 0.132], [-0.731, -1.476, -0.695], [1.069, 0.342, -1.822], [2.201, 1.432, -0.824], [1.436, 0.290, 1.223], [0.699, -2.074, 0.724], [-1.188, -0.676, -1.277], [-1.163, -2.466, -0.797], [-1.279, 1.315, 0.988], [-2.184, 0.708, 0.476], [-0.806, 2.194, 0.512], [-0.858, 1.026, 1.973]],
  "energy_ev": -7359.673,
  "gap_ev": 9.9,
  "de_lowest_ev": 2.582,
  "smiles": "C=CC=C.C=O",
  "fmax_ev_per_a": 0.63,
  "e_homo_ev": -9.226
}

***

- What is the formula in the first record?
  C5H8O